1.
Below is a molecular structure, H14LiO7, with properties calculated with ωB97M-V/def2-TZVPD.

Kohn-Sham gap ... 10.0565 eV
Net charge ... +1
Energy above the lowest of the compared OMol25 structures with the same formula, charge and spin ... 42.93 kcal/mol

Atoms and positions in Å:
Li: 0.33858 0.79233 0.08114
O: 1.78247 1.31142 1.51207
H: 1.51311 1.54602 2.41266
H: 2.62809 1.41489 1.16594
O: 0.37002 -2.78145 1.34360
H: 0.83192 -2.82794 2.21781
H: 0.41267 -1.76581 1.20069
O: 0.96939 -1.32128 -0.67549
H: 1.61737 -1.96250 -0.85523
H: 0.53889 -1.10367 -1.55100
O: -2.41136 -1.48449 -1.41506
H: -1.83710 -0.76514 -1.24581
H: -3.31806 -1.18903 -1.22755
O: -0.77194 -0.07013 1.60563
H: -0.55807 -0.20454 2.56188
H: -1.77691 -0.14567 1.65288
O: -1.51207 0.96220 -1.15463
H: -1.83141 1.67034 -0.75660
H: -1.48216 1.11862 -2.04926
O: 1.25223 2.00092 -1.47313
H: 1.21234 2.44335 -2.28892
H: 2.03198 2.36154 -1.06161



2.
Below is 2 unconnected molecules or ions with the total composition C3H9O2, with properties calculated with ωB97M-V/def2-TZVPD.

Kohn-Sham gap ... 7.4523 eV
Net charge ... -1
Energy above the lowest of the compared OMol25 structures with the same formula, charge and spin ... 16.31 kcal/mol

Atoms and positions in Å:
C: 2.05738 -1.05367 -0.11221
O: 2.03131 0.13228 0.59260
H: 1.82361 -0.89079 -1.17123
H: 3.07664 -1.47954 -0.12009
H: 1.37887 -1.82843 0.28202
C: -1.18342 1.24329 0.03749
O: 0.07037 1.40878 -0.42266
C: -1.72226 -0.19146 -0.04462
H: -1.25702 1.39740 1.17032
H: -1.92119 2.01577 -0.28283
H: 1.34471 0.80963 0.15760
H: -1.02492 -0.80707 0.51585
H: -2.70844 -0.18814 0.44594
H: -1.96564 -0.56805 -1.04819



3.
Below is a molecular structure, C9H15AuO6, with properties calculated with ωB97M-V/def2-TZVPD.

Kohn-Sham gap (alpha / beta) ... 7.4130 / 6.2146 eV
Net charge ... +2
Spin multiplicity ... 3

Atoms and positions in Å:
O: -0.08497 -0.88091 2.79481
C: 1.10961 -0.65781 2.87362
C: 1.93733 -0.38091 1.66200
O: 1.14264 -0.60112 0.51793
C: 1.55931 -0.02199 -0.70226
C: 1.06387 1.37752 -0.88685
O: 1.16251 2.08738 0.20366
C: 0.42830 3.30091 0.36302
H: 2.82516 -1.03493 1.66373
H: 1.59947 -0.52208 3.85267
H: 2.31738 0.64926 1.75375
H: 1.13133 -0.64997 -1.49634
H: 2.65557 -0.04529 -0.80614
H: 1.34237 1.85404 -1.83932
H: -0.45192 1.36577 -1.04894
H: 0.98013 3.90813 1.08613
H: 0.33273 3.82812 -0.59556
H: -0.54362 3.02293 0.79025
O: -0.85396 -3.04288 0.84310
C: -1.04259 -3.43319 -0.39904
C: -1.23825 -2.57507 -1.42236
O: -1.02638 -1.22425 -1.12268
C: -2.05513 -0.30090 -1.45548
C: -1.82478 0.90475 -0.56694
O: -1.63867 0.59188 0.69151
Au: -0.69024 -1.11428 0.85098
H: -1.12412 -4.51115 -0.60025
H: -1.40921 -2.83355 -2.46589
H: -3.04522 -0.74301 -1.25525
H: -1.98899 -0.01545 -2.51739
H: -2.56967 1.69803 -0.76648



4.
Below is 3 unconnected molecules or ions with the total composition C6H10N2, with properties calculated with ωB97M-V/def2-TZVPD.

Kohn-Sham gap ... 9.3166 eV
Energy above the lowest of the compared OMol25 structures with the same formula, charge and spin ... 113.01 kcal/mol

Atoms and positions in Å:
C: -2.46783 -0.70333 0.80485
C: 0.39577 1.18947 -0.54902
C: 1.44029 1.24846 0.47045
C: 2.05205 0.04838 0.92443
C: 1.81412 -1.15248 0.23574
C: 0.97112 -0.97806 -0.93890
H: -2.19520 0.70451 -0.60533
H: -3.75977 0.26372 -0.65988
H: -2.82191 -0.49870 1.94092
H: -3.02826 -1.81667 0.35600
H: -0.98207 -0.97804 0.62510
H: 0.19512 2.27793 -0.80980
H: 1.61352 2.29802 0.89196
H: 2.47481 0.02205 1.93798
H: 2.55821 -1.89222 0.35753
H: 0.87574 -1.91444 -1.69333
N: -2.94093 0.45787 0.04693
N: 0.06046 0.05916 -1.19356



5.
Below is 2 unconnected molecules or ions with the total composition C2HCl2NO, with properties calculated with ωB97M-V/def2-TZVPD.

Kohn-Sham gap ... 8.5379 eV
Energy above the lowest of the compared OMol25 structures with the same formula, charge and spin ... 129.50 kcal/mol

Atoms and positions in Å:
C: 0.33319 -0.82046 -1.71421
C: -1.26275 0.40522 1.51549
N: 1.30854 -0.72728 -1.10931
O: 2.37125 -0.44873 -0.65510
Cl: -2.26617 1.18475 2.58324
Cl: 0.15759 1.23570 1.24089
H: -0.64163 -0.82921 -1.86099



6.
Below is a molecular structure, C47H59N2O2PS3SeSiW, with properties calculated with ωB97M-V/def2-TZVPD.

Kohn-Sham gap ... 6.0721 eV
Net charge ... +2
Energy above the lowest of the compared OMol25 structures with the same formula, charge and spin ... 0.00 kcal/mol

Atoms and positions in Å:
W: -0.22992 0.65277 0.03215
C: 3.51042 0.17265 -1.18093
C: 3.43214 0.74872 0.23445
C: 4.77359 0.56949 0.94094
P: 1.99271 0.01127 1.13729
C: 2.52229 -1.75052 1.45119
C: 1.48969 -2.80416 1.01874
C: 2.98001 -2.01730 2.88457
C: 1.83043 0.97841 2.65703
C: 2.79887 1.02778 3.66312
C: 2.71580 1.92118 4.72006
C: 3.80062 2.01788 5.76134
C: 1.60731 2.76626 4.75923
C: 0.62986 2.72372 3.78418
C: 0.73227 1.83813 2.71136
N: -0.21489 1.82506 1.66374
C: -1.02321 3.04006 1.56968
C: -2.33614 3.09744 2.06225
C: -2.94201 1.98951 2.86452
C: -3.09525 4.23786 1.83790
C: -2.58870 5.34977 1.16564
C: -3.45361 6.55720 0.90900
C: -1.25019 5.31922 0.80574
C: -0.44338 4.20726 1.04554
C: 1.04169 4.36080 0.82840
H: 4.24497 0.73470 -1.76281
H: 2.56070 0.22697 -1.70529
H: 3.83099 -0.86979 -1.16513
H: 3.19640 1.81318 0.17869
H: 5.07293 -0.48025 0.98085
H: 4.77809 0.97887 1.94941
H: 5.53807 1.09912 0.36979
H: 3.38282 -1.84981 0.78989
H: 0.89882 -3.13939 1.86655
H: 2.01053 -3.67273 0.61745
H: 0.81234 -2.45471 0.25547
H: 2.25255 -1.67922 3.62349
H: 3.93599 -1.54523 3.10810
H: 3.11678 -3.09444 3.00243
H: 3.64445 0.35710 3.62283
H: 4.51374 1.19936 5.67638
H: 3.37992 2.01118 6.76762
H: 4.34848 2.95560 5.64789
H: 1.51222 3.48208 5.56950
H: -0.21674 3.39869 3.83971
H: -3.32117 1.19985 2.21634
H: -3.78582 2.36500 3.44211
H: -2.21567 1.55890 3.55157
H: -4.10943 4.27127 2.22542
H: -3.81840 6.97195 1.84979
H: -4.33327 6.29182 0.31845
H: -2.90546 7.33723 0.38253
H: -0.79485 6.20234 0.36432
H: 1.44912 4.96831 1.64067
H: 1.25183 4.87301 -0.11050
H: 1.56800 3.41522 0.83037
S: -2.75652 0.97826 -0.41012
C: -2.78068 2.03466 -1.77894
N: -2.76629 3.33058 -1.66975
C: -2.79455 4.11613 -2.91251
C: -2.56728 3.12303 -4.06518
S: -2.88352 1.45531 -3.38295
H: -2.67929 3.78696 -0.76313
H: -2.00269 4.86094 -2.88035
H: -3.75651 4.62128 -2.99309
H: -1.53678 3.12780 -4.41451
H: -3.23855 3.29306 -4.90123
O: -0.94054 -0.84816 1.40443
S: -1.87605 -1.20161 2.57874
C: -2.94627 -2.50205 1.92519
C: -2.94124 -3.61175 2.97127
C: -1.47388 -3.75737 3.37812
C: -1.00390 -2.34233 3.69529
H: -2.46942 -2.82647 1.00039
H: -3.92550 -2.07698 1.70535
H: -3.34953 -4.52966 2.55119
H: -3.55093 -3.33806 3.83566
H: -0.89833 -4.18247 2.55301
H: -1.34869 -4.40599 4.24422
H: 0.06490 -2.16163 3.62416
H: -1.33720 -2.02986 4.68811
O: -0.16624 -0.78095 -1.11954
Si: -0.12745 -1.88740 -2.43940
C: -1.62102 -2.99466 -2.26621
C: -1.65374 -4.24009 -2.91333
C: -2.77128 -5.05776 -2.84102
C: -3.88797 -4.64855 -2.12353
C: -3.88733 -3.41053 -1.49606
C: -2.76326 -2.59500 -1.56823
C: -0.15636 -1.04592 -4.10734
C: 0.59718 0.08429 -4.44435
C: 0.70071 0.51732 -5.76102
C: 0.06815 -0.18758 -6.77679
C: -0.68540 -1.31054 -6.46546
C: -0.80175 -1.72925 -5.14449
C: 1.41991 -2.93027 -2.41211
C: 2.58301 -2.48150 -3.04783
C: 3.71893 -3.27727 -3.11695
C: 3.71002 -4.55001 -2.55952
C: 2.55735 -5.02517 -1.94616
C: 1.42468 -4.22534 -1.88214
H: -0.79193 -4.57419 -3.48398
H: -2.77545 -6.01386 -3.35078
H: -4.75805 -5.29039 -2.05929
H: -4.76844 -3.07664 -0.95873
H: -2.77620 -1.62502 -1.09446
H: 1.12048 0.63722 -3.67785
H: 1.29054 1.39665 -5.99500
H: 0.16615 0.13251 -7.80740
H: -1.18018 -1.86836 -7.25141
H: -1.41375 -2.59714 -4.92508
H: 2.59897 -1.50458 -3.52178
H: 4.60710 -2.90979 -3.61939
H: 4.59138 -5.17738 -2.62034
H: 2.54005 -6.02142 -1.52017
H: 0.52768 -4.62205 -1.41858
Se: 0.44344 2.21042 -1.51869



7.
Below is C12H20N4O3 in the gas phase, with properties calculated with ωB97M-V/def2-TZVPD.

Kohn-Sham gap ... 9.4244 eV
Energy above the lowest of the compared OMol25 structures with the same formula, charge and spin ... 28.81 kcal/mol
Structure (SMILES) ... CC[C@H](C)[C@H](NC(=O)[C@@H](N)Cc1c[nH]cn1)C(=O)O

Atoms and positions in Å:
C: -1.38814 1.86779 1.85129
C: -1.88165 2.16763 0.47064
C: -1.42211 1.08264 -0.53593
C: -1.94926 1.32884 -1.95707
C: -1.80418 -0.35931 -0.10524
N: -0.96899 -1.30618 -0.87423
C: 0.33245 -1.68257 -0.64769
O: 1.02428 -2.20357 -1.50061
C: 0.87581 -1.55431 0.79532
N: 0.32813 -2.60735 1.61385
C: 2.41066 -1.71077 0.68797
C: 2.96760 -0.45542 0.11296
C: 3.96183 -0.32939 -0.82291
N: 4.13191 1.01484 -0.98740
C: 3.31776 1.67143 -0.14135
N: 2.54211 0.80636 0.53516
C: -3.27853 -0.75135 -0.19349
O: -4.15964 0.00969 0.05353
O: -3.59135 -1.97148 -0.71218
H: -1.45452 2.78023 2.46331
H: -1.97398 1.10748 2.37857
H: -0.32097 1.55002 1.90958
H: -3.01068 2.26392 0.46653
H: -1.56066 3.14974 0.15106
H: -0.32702 1.16063 -0.52212
H: -2.99642 1.48331 -1.99772
H: -1.66270 0.68252 -2.75395
H: -1.50306 2.27413 -2.29563
H: -1.49976 -0.57837 0.95089
H: -1.08010 -1.28330 -1.91300
H: 0.68264 -0.50535 1.14082
H: -0.66112 -2.58605 1.71022
H: 0.69177 -2.66978 2.55695
H: 2.58361 -2.58415 0.08652
H: 2.80223 -1.78724 1.72242
H: 4.62113 -1.07737 -1.30202
H: 4.86898 1.44436 -1.55214
H: 3.18362 2.73025 -0.11451
H: -2.83167 -2.57252 -0.72840



8.
Below is a molecular structure, C21H18CrN3O2S3, with properties calculated with ωB97M-V/def2-TZVPD.

Kohn-Sham gap (alpha / beta) ... 6.4046 / 6.8262 eV
Energy above the lowest of the compared OMol25 structures with the same formula, charge and spin ... 0.00 kcal/mol
Spin multiplicity ... 4

Atoms and positions in Å:
Cr: -0.42891 0.17835 0.43194
O: -2.81103 -2.04385 -1.92778
C: -1.96608 -1.88834 -1.05851
O: -1.55085 -0.72575 -0.69764
C: -1.33347 -3.08073 -0.39045
C: -1.62091 -4.30439 -0.99966
C: -1.15548 -5.49745 -0.49283
C: -0.41403 -5.49312 0.68120
C: -0.09455 -4.29663 1.28157
C: -0.51341 -3.07225 0.74778
S: 0.07755 -1.68770 1.63969
H: -2.23404 -4.27696 -1.88860
H: -1.37947 -6.42553 -0.99543
H: -0.07424 -6.42068 1.11787
H: 0.49237 -4.27304 2.18675
C: 0.53636 -0.84843 -2.57311
C: 1.60574 -0.15859 -1.79095
C: 2.88540 -0.14244 -2.36492
C: 3.93963 0.44121 -1.72053
C: 3.71207 1.04519 -0.46961
C: 4.74284 1.65849 0.26418
C: 4.48938 2.21364 1.49549
C: 3.19659 2.21860 2.00804
C: 2.15451 1.64844 1.29185
S: 0.52608 1.73223 1.85574
C: 2.39029 1.00327 0.05324
N: 1.35115 0.38742 -0.59604
H: 0.87049 -1.00925 -3.59602
H: -0.39421 -0.28249 -2.58840
H: 0.32169 -1.82468 -2.13522
H: 3.02061 -0.60909 -3.32786
H: 4.93459 0.43996 -2.13748
H: 5.73279 1.68373 -0.16796
H: 5.29172 2.65982 2.06498
H: 2.98583 2.65520 2.97359
C: -3.92268 2.22078 -0.52914
N: -3.28845 2.85565 0.59161
C: -3.06175 4.19436 0.79055
C: -2.34516 4.32527 1.93206
N: -2.15451 3.06643 2.43449
C: -2.68935 2.16057 1.58561
S: -2.65917 0.48868 1.73075
H: -4.30449 2.97677 -1.21000
H: -4.73721 1.57967 -0.18612
H: -3.19350 1.58531 -1.04489
H: -3.41075 4.93922 0.10528
H: -1.95356 5.19666 2.41360
H: -1.56639 2.80649 3.21128



no.,total energy (a.u.),M (u)
1,-542.42573,133.0
2,-270.15976,77.1
3,-938.05297,416.2
4,-343.95662,110.2
5,-1126.96873,125.9
6,-6379.99278,1102.1
7,-914.03084,268.3
8,-3364.95984,492.6